118
Properties=species:S:1:pos:R:3:forces:R:3:mulliken_charge:R:1 method="wB97M-V/def2-TZVPD" molar_mass_g_mol=1003.68 energy_ev=-163648.069 total_charge=+1 gap_ev=9.0 lumo_energy_ev=-3.142
N 0.16541 1.07850 2.80816 -0.80 0.14 0.35 -0.12
C -1.18965 1.32861 2.96491 -0.84 -0.55 -0.02 0.11
N -2.16017 0.39114 2.96217 -0.04 1.36 0.07 -0.37
C -3.32064 1.04867 3.14719 0.92 -0.58 -0.30 0.28
N -4.54907 0.46883 3.23910 0.27 0.99 0.08 -0.34
N -3.06746 2.38596 3.25354 -0.27 -0.66 -0.04 0.03
Cl -4.15025 3.63222 3.49319 0.15 0.09 0.00 0.10
N -1.72802 2.56182 3.13024 0.63 -1.02 -0.08 0.17
H 0.23980 0.20764 2.29255 0.11 -0.07 -0.28 0.19
H 0.54017 0.84921 3.72714 0.50 0.28 0.25 0.24
H -4.85441 0.11805 4.12307 -0.14 -0.24 0.14 0.21
H -5.09659 0.32366 2.41472 -0.13 -0.15 -0.24 0.24
H -1.24878 3.45005 3.15044 -0.22 0.27 0.00 0.29
O 2.30802 2.27831 0.37878 0.22 -0.22 -0.05 -0.59
S 1.57094 2.80874 -0.72786 -0.46 0.47 0.27 1.10
O 1.64504 2.19691 -2.01558 0.20 -0.10 -0.04 -0.59
O 1.89245 4.36106 -0.84788 0.08 -0.10 -0.01 -0.23
C 3.28225 4.77330 -0.90571 0.52 0.18 -0.13 -0.46
C 3.89146 4.55891 -2.27624 -0.16 -0.21 -0.03 -1.06
C -0.11823 2.97563 -0.27547 0.12 -0.03 0.25 -0.04
H 3.84634 4.25647 -0.12914 -0.12 -0.09 0.03 0.37
H 3.26991 5.83275 -0.65800 -0.20 -0.01 0.05 0.34
H 3.98300 3.49928 -2.51094 0.02 -0.01 0.02 0.30
H 4.88506 5.00381 -2.31176 0.00 0.05 0.04 0.41
H 3.27257 5.01600 -3.04815 0.03 0.07 0.01 0.27
H -0.16963 3.48732 0.68202 0.07 0.12 -0.05 0.16
H -0.52973 1.97151 -0.20966 0.08 0.11 -0.05 0.11
H -0.63499 3.53746 -1.04482 -0.05 -0.04 -0.05 -0.04
O 2.06875 0.12576 5.50232 -0.14 -0.20 -0.12 -0.72
S 3.48909 0.21357 5.27769 0.55 0.71 -0.11 1.40
O 4.21710 -0.92246 4.80854 -0.31 -0.28 -0.02 -0.58
O 4.18690 0.79034 6.57236 -0.19 0.00 -0.09 -0.36
C 3.93474 0.12919 7.83840 -0.01 -0.32 0.51 -0.34
C 4.72388 -1.15497 7.98928 0.00 -0.04 -0.25 -0.95
C 3.81772 1.57780 4.21494 -0.05 0.02 -0.02 -1.13
H 2.86338 -0.04002 7.95283 -0.02 0.04 -0.15 0.30
H 4.23574 0.85079 8.59386 0.04 0.14 -0.14 0.32
H 4.38188 -1.91802 7.29135 -0.02 0.00 0.02 0.26
H 4.60885 -1.54193 9.00111 -0.01 0.06 0.04 0.39
H 5.78126 -0.97982 7.79527 0.02 0.03 0.07 0.27
H 3.29046 2.45068 4.58938 0.02 0.01 0.03 0.32
H 3.45882 1.31242 3.22138 0.00 -0.03 -0.01 0.36
H 4.89011 1.74845 4.19356 0.02 -0.02 0.00 0.42
O 2.20773 -2.84425 0.01244 -0.26 0.27 0.12 -0.70
S 1.76480 -4.07666 0.59761 0.40 -0.62 -0.16 1.44
O 0.40202 -4.22534 1.01405 -0.11 0.31 -0.01 -0.62
O 2.73182 -4.44158 1.81092 -0.24 0.16 -0.03 -0.36
C 2.93572 -3.38417 2.78419 0.12 0.38 0.30 -0.32
C 1.78168 -3.22305 3.75218 -0.28 -0.04 -0.19 -0.53
C 2.18735 -5.41134 -0.46194 0.01 -0.05 -0.03 -0.97
H 3.12933 -2.45750 2.24308 0.02 -0.01 -0.02 0.28
H 3.84535 -3.64252 3.31949 0.03 -0.19 -0.12 0.29
H 0.87792 -2.89874 3.23592 -0.03 -0.02 -0.05 0.09
H 2.02789 -2.46449 4.49324 0.14 -0.05 0.04 0.16
H 1.54480 -4.15951 4.25627 0.09 -0.01 0.03 0.28
H 3.22948 -5.31074 -0.75061 0.01 0.02 0.01 0.32
H 1.53922 -5.33954 -1.33420 -0.03 0.08 0.01 0.30
H 2.01355 -6.34417 0.06726 -0.02 0.00 0.02 0.37
O -1.81973 0.80613 -1.23094 -0.07 0.06 0.24 -0.36
S -3.01021 0.06007 -1.52634 -0.39 -0.94 -0.51 0.71
O -4.13040 0.12756 -0.63370 0.12 0.36 0.30 -0.61
O -2.62980 -1.45064 -1.77539 0.14 0.27 -0.06 -0.06
C -1.83064 -2.15085 -0.77016 0.22 -0.48 0.63 0.11
C -2.65304 -2.55078 0.43320 -0.25 0.20 0.01 -1.20
C -3.55297 0.43576 -3.15506 0.08 0.04 -0.05 -1.10
H -0.97162 -1.54199 -0.48353 -0.08 0.16 -0.14 0.33
H -1.45259 -3.04550 -1.25700 -0.09 0.13 -0.31 0.18
H -2.98116 -1.68179 1.00153 0.02 0.07 0.06 0.11
H -2.05261 -3.18286 1.08634 0.06 -0.04 -0.09 0.38
H -3.53934 -3.09968 0.11765 0.07 -0.10 -0.03 0.29
H -2.70747 0.34925 -3.83297 0.01 -0.02 -0.01 0.34
H -3.93111 1.45561 -3.14460 0.00 0.01 0.04 0.40
H -4.34508 -0.25742 -3.42391 -0.01 -0.01 0.03 0.35
O -2.02752 -5.80495 -3.93493 0.15 -0.13 0.22 -0.69
S -3.15373 -5.16909 -3.32892 -0.35 0.18 -0.31 1.22
O -3.15032 -4.85616 -1.93023 0.20 -0.03 0.07 -0.52
O -4.46255 -6.00193 -3.66812 0.00 0.13 0.00 -0.28
C -4.44890 -7.41883 -3.38253 -0.02 -0.51 0.15 -0.37
C -4.63982 -7.71659 -1.90895 0.11 0.20 0.07 -0.95
C -3.56499 -3.71782 -4.23372 -0.03 0.05 -0.04 -0.71
H -3.52668 -7.85776 -3.76500 0.05 0.13 -0.01 0.32
H -5.27273 -7.82937 -3.96183 -0.04 0.16 -0.08 0.28
H -3.78556 -7.38220 -1.32188 0.01 -0.01 -0.01 0.27
H -4.75770 -8.78971 -1.76047 -0.03 -0.02 -0.06 0.39
H -5.52387 -7.20685 -1.52679 -0.05 -0.05 -0.02 0.26
H -3.60794 -3.96593 -5.29008 0.01 -0.02 -0.01 0.45
H -2.77632 -2.99202 -4.04399 0.06 -0.04 0.02 0.08
H -4.52142 -3.34430 -3.87691 0.00 -0.02 0.03 0.30
O -0.98842 6.56753 0.52629 0.08 -0.01 0.15 -0.64
S -0.70014 7.32088 -0.66380 -0.27 0.00 -0.33 1.25
O 0.34954 8.28802 -0.65805 0.14 -0.04 0.20 -0.63
O -2.04271 7.99749 -1.17070 0.08 -0.16 -0.03 -0.28
C -2.79626 8.79865 -0.23127 -0.24 0.39 0.31 -0.33
C -2.18903 10.17038 -0.01888 0.22 -0.08 -0.03 -1.00
C -0.46692 6.21386 -2.00441 -0.02 0.00 -0.14 -0.55
H -2.89998 8.25528 0.70912 0.10 -0.09 -0.05 0.30
H -3.78712 8.88728 -0.67110 0.05 -0.11 -0.15 0.28
H -1.22971 10.10646 0.49242 -0.01 -0.01 0.02 0.31
H -2.85846 10.78208 0.58535 -0.06 -0.03 -0.02 0.39
H -2.02174 10.66644 -0.97396 -0.07 0.02 -0.01 0.27
H -1.28675 5.50147 -2.00754 -0.04 0.01 -0.03 0.24
H 0.48274 5.71184 -1.83056 -0.06 0.03 0.01 -0.03
H -0.43726 6.76998 -2.93746 -0.01 0.08 0.04 0.47
O 0.80050 -3.32408 -3.19694 -0.19 -0.27 -0.11 -0.56
S 0.99062 -2.09384 -3.90608 0.34 0.44 0.35 1.24
O 0.20837 -1.80831 -5.07139 -0.22 -0.17 -0.02 -0.68
O 2.53001 -1.93382 -4.25177 -0.06 0.02 0.00 -0.28
C 3.18518 -3.02941 -4.92916 0.23 -0.36 -0.29 -0.30
C 2.85768 -3.07868 -6.40780 -0.21 0.08 0.03 -1.02
C 0.86856 -0.75004 -2.78500 0.16 0.07 -0.05 -0.53
H 2.93402 -3.96715 -4.43143 -0.11 0.06 0.06 0.26
H 4.24847 -2.85367 -4.78197 -0.03 0.15 0.11 0.30
H 1.81193 -3.33245 -6.57506 0.00 -0.02 0.01 0.28
H 3.47457 -3.83090 -6.89894 0.05 0.00 0.04 0.41
H 3.04175 -2.11070 -6.87275 0.07 -0.01 -0.01 0.27
H 1.48586 -0.96000 -1.91402 0.01 -0.04 -0.01 0.25
H -0.17546 -0.66778 -2.50112 -0.07 0.00 -0.02 -0.13
H 1.19272 0.16071 -3.28180 -0.01 -0.05 0.01 0.48